16
Properties=species:S:1:pos:R:3:nbo_charge:R:1 method="wB97M-V/def2-TZVPD" molar_mass_g_mol=248.0 lumo_energy_ha="-0.1381 / -0.1381" de_lowest_kj_mol=183.1 orbital_gap_ev="6.35 / 8.04" multiplicity=2 charge=+1 s_squared=0.812 total_energy_ev=-11977.8693
O 0.377 1.092 0.389 -0.507
C -0.805 1.761 0.175 0.975
O -1.813 1.029 -0.150 -0.707
Cs -4.267 6.435 -0.506 1.000
O -0.907 2.873 0.666 -0.626
C 0.665 -0.041 -0.352 0.090
H 0.370 0.123 -1.399 0.199
H 2.584 -0.903 -0.954 0.224
C 1.978 -0.641 -0.086 -0.360
H 2.361 -0.571 0.935 0.224
C 0.554 -2.446 0.038 -0.234
C -0.338 -1.400 0.178 -0.448
H 0.782 -3.045 0.924 0.218
H -0.798 -1.302 1.167 0.207
H 0.823 -2.799 -0.961 0.218
H -1.565 -0.165 -0.063 0.529